{"formula": "C42H116N10O11", "method": "the ωB97M-V functional and the def2-TZVPD basis", "species": ["H", "H", "H", "C", "H", "O", "C", "H", "H", "H", "O", "H", "H", "H", "H", "C", "H", "H", "H", "C", "H", "H", "H", "H", "H", "C", "N", "H", "H", "H", "H", "H", "C", "O", "H", "O", "H", "H", "N", "H", "H", "N", "H", "H", "C", "H", "C", "H", "H", "C", "H", "H", "C", "C", "C", "O", "H", "H", "C", "H", "H", "H", "H", "H", "C", "H", "H", "H", "H", "H", "H", "H", "H", "H", "C", "H", "C", "H", "N", "H", "C", "H", "H", "H", "H", "C", "H", "H", "C", "H", "C", "H", "H", "C", "H", "N", "C", "H", "H", "C", "O", "H", "H", "C", "H", "N", "C", "C", "C", "H", "O", "H", "H", "C", "C", "C", "H", "H", "C", "C", "C", "H", "H", "H", "H", "H", "H", "H", "H", "N", "C", "H", "C", "H", "H", "H", "C", "O", "H", "H", "N", "O", "H", "H", "C", "C", "C", "H", "H", "H", "O", "H", "H", "O", "H", "H", "H", "H", "N", "C", "N", "H", "H", "H", "H", "H", "C", "H", "H", "H", "H", "H", "H", "H", "H", "H", "H", "H", "C"], "coordinates": [[1.341, -3.750, 0.330], [-4.522, 2.479, -4.808], [0.370, 2.680, 4.969], [-0.929, 1.440, -3.148], [-0.888, 0.741, -3.984], [-1.744, -3.062, -1.920], [0.387, -1.017, 0.059], [4.266, -0.816, 0.602], [5.927, -2.837, -2.822], [6.026, -1.488, -5.575], [-3.569, 2.598, -3.112], [7.655, 0.399, 0.122], [-1.749, 0.964, 3.069], [-0.600, -0.876, 5.110], [1.486, -4.818, -5.075], [-1.577, 4.470, 0.346], [-3.160, 3.635, -0.606], [7.055, -1.216, -4.195], [4.979, 2.828, 1.051], [2.196, -3.661, -2.923], [-3.704, -0.763, -1.674], [-4.090, 1.180, -1.732], [3.242, -3.836, -0.978], [-5.532, 2.084, -3.411], [2.062, 1.327, 5.196], [0.852, -0.053, 3.187], [4.681, -3.564, -4.240], [-3.697, -2.128, 2.044], [-2.827, -0.068, -3.069], [0.415, -0.866, 2.608], [-3.632, 1.644, -0.457], [-1.071, 2.501, -3.352], [-1.074, 2.804, 3.664], [0.085, 5.943, -0.581], [-2.908, 5.300, 5.488], [-3.228, 3.568, 4.461], [-5.144, 3.758, -3.587], [-0.918, 3.813, 3.282], [0.270, 2.446, 3.991], [-1.907, 5.722, -1.370], [-4.565, 0.002, 2.075], [-1.685, -0.032, -1.442], [-0.985, -1.856, -5.872], [-1.267, 1.081, 0.253], [-4.579, 2.095, 3.346], [0.820, 5.892, -2.536], [5.330, -2.433, -3.640], [-1.240, -0.219, -5.198], [-0.829, 1.751, 1.689], [-1.484, 1.885, 2.550], [-1.964, 0.260, 4.855], [4.881, -0.388, -3.201], [-1.148, -2.175, -2.915], [2.716, 0.607, 4.705], [1.675, -5.431, -1.071], [3.022, -4.527, -3.721], [0.338, 1.446, 3.865], [3.000, -5.412, -5.681], [0.572, 6.609, -1.752], [3.718, -1.253, -4.213], [-1.407, -4.221, -0.253], [3.784, -3.490, -3.782], [-0.701, -1.272, -2.500], [3.166, -0.994, 2.558], [-3.637, 0.711, 0.107], [-3.127, -2.868, -0.261], [-2.321, -4.239, 3.129], [0.422, -1.256, -1.004], [2.755, -3.642, -5.514], [5.172, 1.933, -0.579], [-0.766, 4.454, -1.612], [-0.649, -2.798, 5.277], [1.105, -1.627, 0.607], [-1.994, 1.104, 1.202], [-2.651, -3.312, 0.613], [-0.379, -2.775, -3.402], [1.944, -0.588, 4.153], [-2.253, 1.955, 5.317], [2.638, 2.111, 0.283], [5.132, -4.464, -4.151], [-2.032, 2.908, 4.835], [-0.137, -4.295, -1.508], [-1.829, 2.054, -1.293], [0.886, 0.874, 1.248], [-3.185, -1.401, -2.395], [6.401, -1.952, -4.663], [-5.242, -0.280, -1.125], [1.874, -5.691, -0.031], [-0.916, 3.135, 0.403], [-2.404, -0.391, 1.063], [-4.236, -0.493, -0.762], [0.136, 3.142, 0.120], [-5.634, 0.949, 1.014], [-2.122, -3.168, 3.129], [7.028, -2.799, -4.942], [-3.237, -0.961, -3.303], [-1.686, -1.201, -5.353], [-2.412, -2.611, 4.020], [-2.618, -1.053, -5.899], [4.330, -1.322, -3.314], [3.638, -1.485, -2.008], [-0.037, -4.339, 4.573], [3.505, 0.260, 5.373], [-2.663, -2.438, 1.889], [-1.482, 3.462, 5.596], [-2.066, -1.111, 1.657], [0.585, 0.498, 0.270], [3.695, 1.164, 0.817], [-0.830, -3.643, -0.975], [-2.956, 3.155, 0.799], [5.940, 1.089, 1.189], [2.781, 2.958, 0.815], [1.120, -3.669, -3.100], [-1.062, 5.221, -0.897], [-3.370, 1.299, -2.542], [-3.074, 4.988, 4.457], [-0.295, -2.826, -0.494], [-5.644, 1.862, 3.312], [2.558, -4.621, -5.076], [-4.759, 2.758, -3.782], [-0.108, -3.258, 4.450], [-2.369, 2.150, 1.973], [3.697, 0.953, 1.886], [-3.997, 5.373, 4.023], [-0.538, -1.386, 0.502], [-0.737, 0.042, -1.104], [-2.320, 5.459, 3.827], [3.676, -1.529, 3.880], [-1.372, -1.206, 2.384], [2.804, -1.467, 3.374], [-4.607, 0.821, 1.356], [-2.866, -2.657, -4.235], [2.460, -0.667, -2.050], [-0.898, 2.747, 1.421], [2.456, -2.619, -3.111], [-1.572, -1.091, 0.777], [7.303, 1.159, 0.819], [-0.752, -2.924, 3.225], [2.547, -0.583, 0.713], [1.998, -0.611, -1.064], [1.339, -3.251, -0.549], [-0.170, 0.645, 3.870], [-3.958, 1.534, 4.044], [1.308, 0.595, 2.438], [3.448, -0.195, 0.237], [-1.128, -0.257, 4.384], [-1.944, 1.255, -2.025], [0.832, -2.710, 4.389], [-4.573, 3.164, 3.562], [-1.376, 5.152, 1.172], [-0.524, 1.070, -0.354], [1.403, 0.739, -0.409], [-3.362, -4.083, 0.912], [-4.069, 1.932, 2.005], [7.847, 0.928, 1.735], [-1.247, 2.297, -0.210], [1.789, -2.353, -0.446], [-0.186, 7.312, -2.098], [-2.956, 4.033, 0.300], [-2.253, -1.780, -4.026], [-2.283, 0.439, 0.499], [2.759, 0.335, -2.357], [-1.631, -0.884, 3.648], [-1.641, -3.705, 0.496], [-3.683, 0.465, -3.170], [2.183, -6.192, -1.664], [2.254, -4.034, -1.395], [3.348, -0.163, -0.848], [0.012, 1.510, -2.602], [3.296, 1.120, 3.937], [7.789, 2.088, 0.521], [1.452, 7.151, -1.408], [1.701, -1.097, -2.704], [-2.133, -0.091, -0.539], [-4.351, -1.469, -0.289], [0.612, -5.518, -1.296], [2.897, 2.331, -0.668], [1.471, -1.071, 5.008], [4.989, 1.891, 0.494]], "mulliken_charge": [0.0329, 0.2830, 0.4853, -1.5568, -0.8288, -0.3974, -2.4211, 1.1638, 0.2051, 0.2972, -0.3911, 0.2888, 0.8118, 0.8895, 0.2874, 0.4877, 0.5598, 0.4237, 0.5713, -0.2625, -1.3504, 1.2170, 0.5170, 0.3388, 0.2476, -0.7190, -0.5555, 0.9156, 0.2172, -0.1940, 0.3417, 0.6018, 0.5760, -0.3631, 0.3346, -0.2292, 0.2758, 0.4683, -0.6187, 0.5250, 0.4552, 0.6293, 0.3546, -2.1058, -1.0027, 0.2898, 0.6062, 0.6012, 1.0363, 0.0909, 0.0940, 0.3634, 1.6764, -1.4005, -1.5023, -0.4764, 0.4493, 0.2781, -0.8082, 0.2403, -0.1226, 0.1071, -1.4527, -0.0685, -0.5377, 0.5094, 0.5835, 0.9202, 0.2669, 0.4144, 0.1380, 0.5744, 1.0148, -2.1457, -2.5892, 0.5367, -0.6289, 0.0910, -0.6470, 0.2767, -1.2350, 1.1194, -0.7748, -0.5564, 0.7748, -1.7279, 0.5335, 0.4802, 1.3932, 0.5203, -1.0442, 0.5321, 0.5290, -1.6857, 0.4201, -0.3461, -1.6447, 0.6939, 0.4112, -1.0092, 0.0290, 0.3222, 0.5702, 1.0565, 0.5340, 1.1132, 1.4402, 1.1567, -0.4124, -0.1070, -0.3832, 0.4683, -0.1327, -0.7937, -0.8441, -0.8285, 0.1135, 0.3980, -0.6623, -0.9812, -1.0607, 0.2481, -0.9063, 0.3551, -1.0771, -0.2324, 0.2671, 0.4468, -1.5853, -0.5643, -1.0722, 0.5471, -2.1889, -1.1889, 0.3208, -0.3791, -0.9090, -0.1369, -0.9629, -0.7331, 0.1103, 0.5497, 0.3586, 0.8992, 0.2103, -0.8802, 2.3397, 0.1219, 0.1426, 0.3209, -0.8094, -0.0770, 0.6988, -0.2859, 0.2939, -0.3452, -0.7994, 0.3159, -0.7112, -0.0334, 0.6873, 0.8038, 1.6951, 0.2375, 0.4799, 0.5218, -0.1666, 0.2905, 0.1381, 0.1567, 0.3482, 0.2655, 1.4868, 0.3579, 0.5257, 0.3790, 0.4367, 0.5917, -0.8697], "e_above_lowest_kj_mol": 5235.3, "total_energy_ev": -82799.91026, "spin_multiplicity": 1, "lumo_ha": 0.010, "gap_ev": 6.2}